C10H17InO7 as an isolated structure at a distorted geometry. Source: OMol25; level of theory: wB97M-V/def2-TZVPD.

Calculated total energy   -1107.26639 a.u.
Relative energy (zero: lowest compared OMol25 entry of this formula, charge and spin)   12.94 kcal/mol
HOMO level   -16.044 eV
Total charge   +2
Orbital gap   2.62 eV

Last column: Mulliken charge in e.
Cartesian coordinates (Å):
1 In 2.53963 -1.95729 1.53295  1.11
2 C 0.17188 -4.79177 -1.30880  -0.83
3 C 1.67654 -5.08186 -1.20881  0.10
4 O 2.23497 -4.17503 -0.43527  -0.06
5 H -0.14849 -3.90036 -1.86152  0.19
6 H -0.45501 -4.75395 -0.41551  0.38
7 H -0.33152 -5.54230 -1.93564  0.37
8 H 2.06574 -5.03200 -2.25960  0.31
9 H 1.85458 -6.09374 -0.83562  0.32
10 C -1.93731 -0.30692 -3.87165  -1.43
11 C -0.48016 -0.03630 -3.53785  0.41
12 C -0.20600 1.38301 -2.96779  -0.40
13 O 0.14559 1.10455 -1.60920  -0.31
14 C 0.38524 -0.19416 -1.45544  0.45
15 O 0.91338 -0.65268 -0.47349  -0.42
16 O -0.10618 -0.89944 -2.45873  -0.25
17 H -2.40098 0.32614 -4.62944  0.41
18 H -2.56944 -0.22769 -2.98664  0.37
19 H -1.98032 -1.29811 -4.32878  0.34
20 H 0.09399 -0.24317 -4.43996  0.26
21 H -1.11124 1.98199 -2.95227  0.31
22 H 0.60579 1.81529 -3.54830  0.29
23 C 0.40619 4.43851 4.28614  -1.43
24 C -0.06159 3.01681 4.30322  0.47
25 C -1.20528 2.64297 3.37495  -0.44
26 O -0.71314 1.57657 2.54689  -0.31
27 C 0.57516 1.35390 2.83657  0.57
28 O 1.19221 0.51026 2.22382  -0.46
29 O 1.02111 2.20455 3.73677  -0.34
30 H 0.58890 4.80049 3.26963  0.37
31 H 1.37204 4.56276 4.77191  0.36
32 H -0.35389 5.11277 4.68172  0.39
33 H -0.23019 2.59367 5.29385  0.29
34 H -1.47286 3.51214 2.77317  0.30
35 H -2.07934 2.25037 3.88870  0.31